Computed, not measured: a molecular structure, C22H34N4O2 in a non-equilibrium geometry, with ωB97M-V with the def2-TZVPD basis set.

```
62
Properties=species:S:1:pos:R:3
C 2.351 2.671 2.342
H 2.105 3.689 2.237
H 3.361 2.710 2.837
H 1.581 2.024 2.689
C 2.622 2.003 0.681
N 3.116 0.759 1.028
C 3.511 -0.045 0.087
O 3.842 0.537 -1.310
N 3.729 -1.215 0.121
C 3.380 -1.981 1.401
C 3.585 -3.209 1.139
H 4.554 -3.553 1.334
C 3.564 -3.670 -0.514
C 4.194 -2.080 -0.794
H 5.256 -2.266 -0.998
H 3.753 -1.830 -1.671
H 2.530 -3.686 -0.653
H 4.021 -4.404 -0.734
H 3.055 -3.967 1.566
H 2.233 -1.745 1.689
H 3.832 -1.587 2.207
H 2.692 0.437 1.926
C 1.285 2.275 0.102
C 0.544 3.395 -0.026
C -0.604 3.495 -1.111
C -1.053 2.154 -1.324
C -0.452 0.751 -1.097
C 0.774 1.133 -0.436
H 1.171 0.011 -0.099
C -1.032 -0.398 -1.551
N -2.446 -0.354 -1.223
C -2.808 -0.369 0.027
O -1.921 -0.334 1.071
N -4.132 -0.333 0.392
C -5.222 -0.454 -0.532
C -6.413 -0.185 0.362
H -6.795 0.639 0.274
C -5.961 -0.900 1.934
C -4.607 -0.219 1.801
H -4.788 0.880 2.286
H -3.797 -0.897 2.557
H -5.994 -1.932 1.865
H -6.716 -0.704 2.523
H -7.295 -1.135 -0.083
H -5.186 -1.283 -1.138
H -5.054 0.356 -1.288
H -3.073 -0.315 -1.807
C -0.194 -1.763 -1.120
H 0.721 -1.528 -1.639
H -0.974 -2.427 -1.493
H -0.301 -1.612 -0.122
C -1.040 -0.273 -3.205
H -1.427 0.608 -3.623
H -1.448 -1.305 -3.458
H 0.076 -0.312 -3.396
H -2.045 2.232 -1.618
H -1.156 4.188 -1.114
H 0.926 4.296 0.191
C 3.658 3.192 0.189
H 4.692 3.079 1.044
H 3.321 4.041 0.012
H 3.900 2.716 -0.737
```

## Properties
- HOMO level (eV) = -7.91
- maximum force (Eh/bohr) = 0.373
- ΔE to the lowest compared entry with this formula, charge and spin (kcal/mol) = 531.94
- energy (hartree) = -1227.4592

***

Computed, not measured: 3 unconnected molecules or ions with the total composition C11H19BrN5O6S in a non-equilibrium geometry, with ωB97M-V with the def2-TZVPD basis set.

```
43
Properties=species:S:1:pos:R:3
C 0.521 -2.324 -3.895
N -0.083 -1.099 -3.379
C 0.880 -0.011 -3.220
C -0.923 -1.332 -2.235
O -2.031 -1.808 -2.426
C -0.507 -0.980 -0.827
C -0.114 -2.191 0.030
Br 1.839 -2.529 -0.439
C -0.178 -1.635 1.450
C 0.634 -2.413 2.473
S 1.664 -1.301 3.504
C 2.661 -0.539 2.300
N 2.373 0.368 1.490
N 3.511 0.621 0.737
C 4.391 -0.173 1.169
O 3.970 -0.941 2.156
H 1.033 -2.085 -4.822
H 1.233 -2.786 -3.217
H -0.277 -3.002 -4.163
H 0.369 0.941 -3.300
H 1.565 -0.053 -4.061
H 1.491 -0.073 -2.324
H -1.385 -0.560 -0.346
H 0.281 -0.225 -0.751
H -1.221 -1.673 1.755
H 0.091 -0.580 1.461
H 1.226 -3.204 2.036
H -0.029 -2.873 3.196
H 5.383 -0.217 0.771
C 0.164 3.319 2.874
N -0.874 2.434 2.287
O -2.005 2.498 2.734
O -0.513 1.703 1.400
H -0.293 3.915 3.656
H 0.946 2.676 3.268
H 0.546 3.944 2.073
C -3.599 1.411 -0.333
N -3.967 2.811 -0.681
O -3.350 3.708 -0.145
O -4.865 2.969 -1.482
H -2.790 1.435 0.389
H -4.480 0.935 0.086
H -3.288 0.918 -1.250
```

## Properties
- HOMO level (eV) = -2.64
- maximum force (Eh/bohr) = 0.048
- net charge = -1
- energy (hartree) = -4127.7267

***

Computed, not measured: C6H12O in the gas phase, with ωB97M-V with the def2-TZVPD basis set.

```
19
Properties=species:S:1:pos:R:3
C 2.575 -0.605 -0.017
O 1.201 -0.892 -0.092
C 0.394 0.113 0.451
C 0.002 1.344 -0.398
C -1.414 1.220 0.213
C -1.097 -0.251 0.580
C -1.571 -1.251 -0.467
H 2.888 -0.425 1.024
H 2.850 0.274 -0.620
H 3.109 -1.478 -0.400
H 0.801 0.440 1.423
H 0.548 2.280 -0.250
H 0.005 1.093 -1.464
H -2.267 1.387 -0.452
H -1.531 1.851 1.100
H -1.410 -0.579 1.578
H -2.658 -1.380 -0.403
H -1.330 -0.916 -1.483
H -1.094 -2.225 -0.322
```

## Properties
- HOMO level (eV) = -9.55
- maximum force (Eh/bohr) = 0.006
- ΔE to the lowest compared entry with this formula, charge and spin (kcal/mol) = 30.71
- SMILES = CO[C@H]1CC[C@H]1C
- energy (hartree) = -311.0103

***

Q: Which value of HOMO level does entry 1 give?
A: -7.91 eV

***

Q: What is the formula in the third record?
A: C6H12O

***

Q: Number 2 is which compound?
A: C11H19BrN5O6S